Entry 1:
{
  "formula": "C28H38BrCl2FGeO7Sr",
  "method": "the ωB97M-V functional and the def2-TZVPD basis",
  "species": ["Sr", "C", "C", "C", "C", "O", "Ge", "O", "C", "C", "C", "C", "O", "C", "C", "C", "C", "H", "H", "H", "H", "H", "H", "H", "H", "H", "H", "H", "H", "H", "H", "H", "H", "H", "H", "H", "H", "H", "H", "H", "H", "H", "H", "H", "Cl", "C", "Cl", "C", "O", "O", "H", "Br", "C", "C", "C", "C", "C", "C", "C", "O", "O", "H", "H", "H", "H", "F", "C", "C", "C", "C", "C", "C", "C", "H", "H", "H", "H", "H", "H"],
  "coordinates": [[-0.812871, 1.176086, -0.617065], [0.645029, 0.860612, -3.745994], [1.469564, -0.272513, -3.120139], [2.912382, 0.149250, -3.066434], [1.332265, -1.511912, -4.034797], [1.019233, -0.486351, -1.789868], [0.207614, -2.069309, -1.187605], [0.169402, -1.009402, 0.434936], [0.781451, -1.587470, 1.580626], [2.173544, -2.239517, 1.322905], [-0.166339, -2.594814, 2.219802], [1.025280, -0.396308, 2.538256], [-1.450504, -1.258078, -1.655962], [-2.743547, -1.792843, -1.509003], [-3.467724, -1.053378, -0.387671], [-2.731315, -3.288983, -1.220647], [-3.470002, -1.492321, -2.790492], [0.958675, 1.163587, -4.738838], [0.690083, 1.761748, -3.132628], [-0.412005, 0.577895, -3.833182], [3.304591, 0.429561, -4.057200], [3.565836, -0.603351, -2.606606], [3.002686, 1.038793, -2.443949], [1.651455, -1.217544, -5.057681], [0.323482, -1.896287, -4.095803], [1.986223, -2.313863, -3.689027], [2.062331, -3.169012, 0.770695], [2.647750, -2.466288, 2.282239], [2.830513, -1.571534, 0.753748], [-0.349631, -3.465995, 1.578251], [-1.154930, -2.117932, 2.344109], [0.205735, -2.916562, 3.182973], [1.703706, 0.366780, 0.909353], [1.510310, -0.723568, 3.460486], [0.077440, 0.073605, 2.770189], [-2.876843, -1.032156, 0.513246], [-4.418978, -1.482958, -0.096881], [-3.650334, -0.015021, -0.681803], [-2.198313, -3.512555, -0.277627], [-2.182946, -3.825412, -2.008743], [-3.767009, -3.678347, -1.146754], [-3.384340, -0.436272, -2.982857], [-4.525259, -1.784443, -2.817968], [-2.972823, -1.982839, -3.622297], [-1.765047, 3.267050, -5.452007], [-2.652865, 3.713223, -3.977537], [-4.367761, 3.539707, -4.452922], [-2.098686, 2.997575, -2.720373], [-1.097319, 3.601998, -2.316534], [-2.589510, 1.928076, -2.276798], [-2.471839, 4.770826, -3.856189], [6.904182, -0.060790, 0.178283], [6.203654, 0.304446, 1.898783], [6.888526, -0.056571, 3.024417], [6.350964, 0.177146, 4.286638], [5.080593, 0.776214, 4.417822], [4.344905, 1.129958, 3.322606], [4.912357, 0.936529, 1.992505], [4.222337, 1.259656, 0.887389], [3.748453, 1.557812, -0.128174], [1.878910, 0.541300, 1.859394], [7.848504, -0.528423, 2.905610], [6.889431, -0.071845, 5.186830], [4.696005, 0.972702, 5.423914], [3.366820, 1.628696, 3.376112], [-6.202860, 0.094361, 3.193013], [-5.031946, 0.651840, 2.750177], [-5.019346, 1.684547, 1.840806], [-3.819686, 2.269608, 1.438278], [-2.587309, 1.927225, 2.021599], [-1.320917, 2.583169, 1.669903], [-2.659817, 0.799173, 2.908064], [-3.845625, 0.173523, 3.233696], [-5.955409, 2.095555, 1.457689], [-3.874278, 3.098857, 0.745630], [-0.483685, 2.498341, 2.366107], [-1.397330, 3.593833, 1.235910], [-1.767222, 0.446826, 3.360877], [-3.848053, -0.634939, 3.952186]],
  "forces_ev_per_a": [[-0.263, -0.360, -0.372], [-0.619, -0.043, 0.357], [-0.528, -0.177, -0.851], [0.880, 0.472, 0.055], [0.686, 0.446, -0.207], [0.219, 0.232, -0.532], [-0.505, 0.806, 0.131], [0.477, -0.754, 0.339], [0.303, 0.247, 0.647], [-0.498, 0.259, -0.182], [-0.732, 0.397, -0.311], [0.246, -0.258, -0.770], [0.609, 0.129, 0.175], [-0.669, -0.173, 0.433], [0.146, 0.447, 0.077], [0.143, -0.450, 0.184], [-0.200, -0.260, -0.877], [0.307, -0.121, -0.201], [0.078, 0.131, 0.113], [0.116, -0.074, 0.116], [-0.128, -0.276, 0.200], [-0.207, -0.055, -0.196], [-0.048, 0.062, 0.046], [-0.166, -0.240, 0.535], [-0.401, 0.037, 0.068], [0.031, -0.060, -0.010], [0.015, -0.108, -0.104], [-0.024, 0.043, -0.068], [-0.113, -0.122, 0.111], [0.322, 0.094, 0.053], [0.365, -0.077, 0.138], [0.065, -0.226, 0.307], [0.058, 0.146, 0.507], [0.112, 0.076, -0.046], [-0.203, 0.161, 0.060], [0.438, -0.073, 0.473], [-0.296, -0.194, -0.208], [-0.059, -0.014, -0.027], [-0.315, 0.144, -0.215], [-0.265, 0.068, 0.062], [0.568, 0.155, -0.065], [-0.146, 0.535, -0.036], [0.100, 0.014, 0.270], [0.122, -0.262, -0.187], [0.696, -0.275, 0.028], [-0.606, 0.234, -0.664], [-0.180, -0.139, 0.739], [-0.213, -0.539, -0.357], [0.539, -0.231, 0.703], [0.003, 0.516, -0.316], [-0.063, 0.090, 0.137], [0.011, 0.034, 0.076], [-0.330, 0.148, -0.170], [-0.002, -0.015, -0.042], [-0.343, 0.217, 0.320], [0.014, 0.025, 0.161], [-0.151, 0.545, -0.471], [-0.071, -0.275, 0.945], [0.124, 0.034, -0.810], [-0.097, 0.037, 0.455], [-0.426, -0.249, -0.297], [0.195, -0.090, 0.056], [0.196, -0.132, -0.035], [0.033, -0.101, -0.430], [0.588, -0.434, 0.111], [0.022, 0.123, -0.214], [-0.223, 0.108, -0.308], [-0.451, 0.403, -0.345], [-0.428, 0.144, 0.380], [1.041, -0.345, 0.106], [-0.512, -0.263, -0.232], [-0.323, 0.840, -0.768], [0.448, -0.115, 0.634], [0.178, -0.267, 0.044], [0.072, 0.046, -0.105], [-0.253, -0.082, 0.062], [-0.147, -0.346, 0.251], [0.659, -0.233, 0.366], [-0.017, -0.134, -0.001]],
  "fmax_ev_per_a": 1.2,
  "spin_multiplicity": 2,
  "total_energy_ha": -7318.4954,
  "total_charge": -1,
  "homo_energy_ev": [-3.561, -3.561]
}

---

Entry 2:
{
  "formula": "C28H38FeN6O10P2",
  "method": "the ωB97M-V functional and the def2-TZVPD basis",
  "species": ["Fe", "O", "C", "O", "C", "C", "C", "N", "C", "C", "C", "C", "C", "C", "C", "N", "C", "C", "C", "C", "C", "N", "H", "H", "H", "H", "H", "H", "H", "H", "H", "H", "C", "C", "O", "P", "O", "O", "O", "P", "O", "O", "O", "H", "H", "H", "H", "H", "H", "H", "C", "C", "C", "C", "C", "N", "H", "H", "H", "H", "H", "H", "H", "H", "H", "C", "N", "C", "C", "O", "N", "C", "C", "H", "H", "H", "H", "H", "H", "H", "H", "H", "H", "H", "H"],
  "coordinates": [[0.030271, 0.232706, 0.754615], [6.716210, -1.632134, 1.623308], [6.292061, -1.018639, 0.649434], [6.660287, -0.701792, -0.480145], [4.782816, -0.449575, 0.931188], [4.292015, 0.584734, 0.149470], [2.998009, 1.017697, 0.408411], [2.269897, 0.465686, 1.354550], [2.730067, -0.506885, 2.125709], [4.015640, -1.007009, 1.943076], [1.781461, -0.934137, 3.163102], [2.058514, -1.877145, 4.138776], [1.091440, -2.159199, 5.092079], [-0.110153, -1.470563, 5.057357], [-0.310078, -0.552209, 4.037956], [0.602747, -0.299238, 3.111512], [2.270611, 2.084728, -0.297409], [2.831621, 2.902203, -1.269323], [2.032541, 3.852146, -1.884094], [0.704818, 3.977152, -1.499115], [0.230523, 3.140056, -0.502926], [0.983434, 2.215423, 0.077173], [4.902019, 1.007493, -0.635963], [4.432559, -1.793640, 2.554849], [3.005315, -2.395480, 4.147688], [1.285980, -2.899981, 5.855367], [-0.876732, -1.639978, 5.798881], [-1.237340, 0.000531, 3.959543], [3.874028, 2.815025, -1.536229], [2.446249, 4.496286, -2.647296], [0.064521, 4.718012, -1.954724], [-0.791345, 3.202251, -0.147665], [-1.426478, -3.943826, -1.287622], [-1.192924, -3.700277, 0.195779], [-1.670720, -4.762464, 1.002342], [-2.146307, -2.261501, 0.812801], [-1.964072, -2.218175, 2.380055], [-3.674548, -2.711651, 0.696135], [-1.941077, -0.909588, 0.221096], [0.596532, -3.295533, 0.489659], [0.825050, -4.082805, 1.902607], [1.520291, -3.808090, -0.530881], [0.593007, -1.810675, 0.806039], [-2.414332, -4.372623, -1.459620], [-0.672295, -4.630703, -1.668319], [-1.328791, -2.998904, -1.827614], [-0.932041, -5.103998, 1.527561], [-2.236709, -3.041674, 2.812249], [-3.984707, -2.822260, -0.212300], [1.623809, -4.622293, 1.797826], [-3.582985, 4.422928, 1.770873], [-3.775108, 3.059839, 1.087405], [-4.002387, 3.236795, -0.423388], [-4.938926, 2.288092, 1.730454], [-2.559307, 2.279683, 1.264980], [-1.592969, 1.679154, 1.404270], [-4.474069, 5.028633, 1.616106], [-2.726257, 4.954091, 1.357476], [-3.429539, 4.297998, 2.841567], [-4.923950, 3.794920, -0.580988], [-4.088175, 2.271074, -0.921599], [-3.183604, 3.796157, -0.877229], [-5.868507, 2.823350, 1.544643], [-4.792519, 2.209963, 2.806878], [-5.018647, 1.284004, 1.315211], [1.663559, -0.912752, -4.574318], [1.402689, -0.709614, -3.157583], [2.436746, -1.214497, -2.246414], [0.403353, 0.008667, -2.605282], [0.459611, 0.245923, -1.367647], [-0.678229, 0.465730, -3.296837], [-0.892392, 0.645978, -4.724848], [-1.769136, 1.051009, -2.524554], [2.530932, -1.558643, -4.668736], [1.903911, 0.023249, -5.082846], [0.831864, -1.409004, -5.073780], [2.861752, -2.123825, -2.661146], [2.002465, -1.457717, -1.283263], [3.232392, -0.479400, -2.101985], [-0.021527, 0.417744, -5.318693], [-1.161225, 1.688368, -4.912264], [-1.722663, 0.019492, -5.059319], [-1.816884, 0.606846, -1.536698], [-2.702687, 0.854112, -3.050925], [-1.641243, 2.134139, -2.426456]],
  "forces_ev_per_a": [[1.867, -0.700, 0.071], [0.465, -0.248, -0.126], [-1.711, 0.646, 0.299], [0.529, -0.154, -0.129], [1.352, -0.525, -0.249], [-0.706, 0.266, 0.332], [0.721, 0.257, -0.619], [-1.691, -0.591, -0.157], [0.800, -0.570, 0.130], [-0.712, 0.543, 0.021], [-0.088, -0.029, 0.137], [-0.034, 0.045, -0.045], [-0.015, 0.117, -0.086], [0.111, 0.044, 0.021], [-0.122, 0.018, 0.213], [-0.779, 0.023, -0.594], [-0.059, 0.169, -0.010], [-0.140, 0.067, 0.094], [-0.066, -0.064, 0.069], [0.114, -0.008, 0.098], [-0.061, 0.337, -0.126], [-0.186, -0.143, -0.104], [0.153, -0.102, -0.003], [0.158, 0.029, 0.012], [0.068, 0.051, -0.004], [-0.019, -0.001, 0.024], [-0.040, 0.019, 0.002], [-0.048, -0.046, -0.012], [0.037, -0.119, 0.039], [0.006, 0.015, -0.030], [-0.073, 0.012, 0.047], [0.174, 0.088, -0.217], [-0.023, 0.061, 0.008], [0.154, 0.555, 0.143], [0.003, -0.268, -0.025], [-0.822, -0.641, 0.171], [-0.084, -0.079, -0.008], [0.160, 0.151, -0.189], [0.991, 0.812, 0.114], [0.408, -0.201, 0.274], [0.007, 0.160, -0.340], [-0.229, -0.047, -0.122], [-0.354, 1.361, -0.102], [-0.040, 0.046, 0.036], [-0.016, -0.006, 0.003], [0.003, -0.042, -0.126], [0.008, 0.050, -0.002], [0.072, -0.008, -0.014], [-0.056, -0.045, 0.067], [-0.050, -0.026, 0.096], [0.109, -0.077, 0.032], [-0.510, 0.320, -0.056], [0.106, -0.074, 0.018], [0.142, -0.069, 0.023], [0.285, -0.222, 0.255], [0.427, -0.736, -0.241], [-0.039, -0.018, -0.020], [0.002, 0.040, -0.016], [-0.002, 0.035, 0.027], [-0.014, 0.001, 0.034], [-0.033, -0.001, -0.017], [-0.001, 0.014, -0.031], [0.003, 0.030, -0.019], [-0.040, -0.026, 0.022], [-0.051, -0.006, -0.019], [-0.073, -0.028, -0.164], [-0.070, 0.104, 0.273], [0.161, 0.134, 0.196], [0.045, -0.386, -0.562], [-0.588, -0.278, 1.165], [-0.124, 0.092, 0.285], [0.075, -0.056, -0.178], [0.190, 0.039, 0.088], [-0.013, -0.011, 0.078], [0.014, -0.057, -0.010], [0.030, 0.013, -0.003], [-0.041, 0.005, -0.014], [0.075, -0.033, -0.076], [0.010, -0.060, -0.091], [-0.081, 0.072, 0.023], [0.020, -0.007, 0.024], [0.035, 0.000, -0.018], [-0.123, -0.037, -0.038], [-0.012, 0.004, 0.006], [-0.052, 0.001, -0.056]],
  "fmax_ev_per_a": 2.0,
  "e_above_lowest_ev": 2.147,
  "spin_multiplicity": 6,
  "total_energy_ha": -4117.1605,
  "total_charge": 1,
  "homo_energy_ev": [-9.565, -9.561]
}